ORCA calculation (ωB97M-V/def2-TZVPD) on a structure of composition CsH2O.

⟨S²⟩: 0.753
spin multiplicity: 2
net charge: +2
energy relative to the best compared isomer or geometry (same formula, charge and spin): 10.7 kcal per mole

Element x y z (Å)
Cs  -1.46  1.62  -0.71
O  0.69  -0.21  0.28
H  0.48  -0.86  0.95
H  0.28  -0.55  -0.52

Okay, here come the Mulliken numbers, in e, for every atom:
1. Cs 1.0924
2. O -0.0409
3. H 0.4901
4. H 0.4584


ORCA calculation (ωB97M-V/def2-TZVPD) on a structure of composition CsH30O15.

net charge: +1
energy relative to the best compared isomer or geometry (same formula, charge and spin): 12.4 kcal per mole

Element x y z (Å)
Cs  -0.42  -0.65  1.10
O  2.11  3.23  -1.80
H  1.64  2.44  -2.07
H  2.92  2.91  -1.42
O  -2.90  3.42  -2.01
H  -3.16  2.80  -2.69
H  -2.46  2.89  -1.35
O  4.78  -1.42  0.28
H  5.12  -1.70  -0.57
H  3.97  -1.92  0.38
O  2.74  0.43  -0.39
H  3.47  -0.14  -0.13
H  2.57  0.98  0.37
O  -1.98  -3.41  -0.12
H  -1.75  -4.12  -0.71
H  -2.83  -3.67  0.25
O  0.54  1.27  -2.77
H  0.15  1.50  -3.61
H  1.36  0.82  -3.00
O  -0.78  2.12  -0.49
H  -0.36  1.97  -1.33
H  -0.48  2.99  -0.22
O  -2.78  0.69  -3.66
H  -2.74  0.12  -4.43
H  -2.62  0.10  -2.92
O  -1.54  -1.08  4.07
H  -1.24  -1.94  4.36
H  -2.22  -0.84  4.69
O  1.97  1.67  2.07
H  2.44  2.50  2.08
H  1.37  1.73  2.81
O  -3.24  0.83  1.38
H  -3.69  0.46  2.14
H  -3.55  1.74  1.33
O  1.39  -1.64  -1.62
H  1.76  -0.76  -1.53
H  2.13  -2.17  -1.91
O  -3.32  -1.44  -1.64
H  -4.16  -1.86  -1.46
H  -2.67  -2.05  -1.30
O  0.33  0.83  4.41
H  -0.33  0.14  4.48
H  1.02  0.57  5.02
O  2.61  -3.19  1.03
H  1.97  -3.91  0.95
H  2.89  -3.22  1.95

Mulliken population analysis, charges in e, atoms 1 to 4:
1. Cs 0.6930
2. O -0.6572
3. H 0.4347
4. H 0.3108


ORCA calculation (ωB97M-V/def2-TZVPD) on a structure of composition CsH42O21.

net charge: +1
energy relative to the best compared isomer or geometry (same formula, charge and spin): 2.6 kcal per mole

Element x y z (Å)
Cs  -0.75  -0.09  -0.33
O  -1.89  -2.46  1.44
H  -1.80  -3.37  1.15
H  -2.85  -2.24  1.42
O  -0.88  -4.45  0.38
H  -0.21  -3.94  -0.21
H  -1.20  -5.23  -0.13
O  2.25  3.07  0.70
H  3.16  3.34  0.87
H  1.84  3.81  0.23
O  0.09  3.18  -3.08
H  -0.10  2.25  -3.30
H  0.96  3.23  -3.43
O  0.90  0.73  4.97
H  0.87  1.31  5.75
H  0.13  0.16  5.08
O  1.89  -1.62  1.21
H  1.99  -2.40  1.75
H  1.62  -0.80  1.75
O  0.36  4.82  -0.45
H  0.34  4.57  -1.38
H  0.41  5.77  -0.52
O  -0.67  0.51  -3.43
H  -1.48  0.00  -3.48
H  -0.10  0.19  -4.14
O  -2.24  2.60  -0.45
H  -2.11  2.64  0.50
H  -1.85  3.44  -0.78
O  0.99  0.90  2.18
H  1.21  1.00  3.14
H  1.62  1.46  1.64
O  2.42  0.69  -1.47
H  3.12  0.46  -0.78
H  2.45  1.65  -1.56
O  2.36  -2.90  -3.30
H  2.13  -3.62  -3.95
H  2.59  -2.10  -3.84
O  -4.38  1.50  -1.43
H  -3.69  2.11  -1.15
H  -5.18  2.03  -1.53
O  0.74  -2.77  -0.95
H  1.21  -2.95  -1.78
H  1.27  -2.41  -0.19
O  1.39  -4.29  2.31
H  0.59  -4.18  2.86
H  0.94  -4.79  1.56
O  -2.91  -0.77  -2.76
H  -3.68  -1.32  -2.85
H  -3.40  0.04  -2.45
O  -1.08  -1.05  4.16
H  -1.01  -1.84  3.67
H  -1.96  -1.17  4.56
O  1.95  -0.30  -3.96
H  2.26  -0.13  -3.06
H  2.14  0.51  -4.40
O  -1.72  1.58  2.22
H  -0.78  1.33  2.47
H  -1.99  2.19  2.93
O  4.31  0.34  0.93
H  4.25  -0.47  1.34
H  5.25  0.54  0.86
O  -4.16  -0.36  1.12
H  -4.61  -0.14  0.27
H  -3.33  0.16  1.12

Mulliken population analysis, charges in e, atoms 1 to 4:
1. Cs 0.6619
2. O -0.3586
3. H 0.2765
4. H 0.3013


ORCA calculation (ωB97M-V/def2-TZVPD) on a structure of composition CsH6O3.

net charge: +1
energy relative to the best compared isomer or geometry (same formula, charge and spin): 0.0 kcal per mole

Element x y z (Å)
Cs  0.90  0.77  -0.14
O  1.43  -1.63  -1.68
H  1.98  -2.26  -1.19
H  1.17  -2.10  -2.48
O  0.12  1.10  2.71
H  -0.38  1.41  3.48
H  1.02  1.00  3.02
O  -1.78  0.42  -1.45
H  -2.33  -0.04  -0.80
H  -2.13  1.33  -1.47

Mulliken population analysis, charges in e, atoms 1 to 4:
1. Cs 1.0079
2. O -0.6127
3. H 0.3162
4. H 0.2983


ORCA calculation (ωB97M-V/def2-TZVPD) on a structure of composition Cu2FI4.

⟨S²⟩: 2.008
spin multiplicity: 3
net charge: -1

Element x y z (Å)
Cu  1.75  0.91  11.25
Cu  3.08  -1.98  15.17
I  1.31  -2.59  9.00
I  1.98  -3.69  12.37
I  2.74  0.86  14.23
I  0.69  4.72  8.62
F  1.32  0.43  9.29

Mulliken population analysis, charges in e, atoms 1 to 4:
1. Cu 0.4918
2. Cu 0.4849
3. I -0.1547
4. I -0.6711


ORCA calculation (ωB97M-V/def2-TZVPD) on a structure of composition CuF.

⟨S²⟩: 2.004
spin multiplicity: 3
net charge: +2

Element x y z (Å)
Cu  0.66  -0.39  -0.74
F  -0.66  0.39  0.74

Okay, here come the Mulliken numbers, in e, for every atom:
1. Cu 1.8026
2. F 0.1974


ORCA calculation (ωB97M-V/def2-TZVPD) on a structure of composition CuI.

net charge: 0
energy relative to the best compared isomer or geometry (same formula, charge and spin): 69.4 kcal per mole

Element x y z (Å)
Cu  -14.13  16.08  21.97
I  -11.04  13.34  24.27

Okay, here come the Mulliken numbers, in e, for every atom:
1. Cu 0.5770
2. I -0.5770


ORCA calculation (ωB97M-V/def2-TZVPD) on a structure of composition F10KN5NaO20S10.

net charge: -3
energy relative to the best compared isomer or geometry (same formula, charge and spin): 77.6 kcal per mole

Element x y z (Å)
Na  8.44  8.86  -12.28
K  7.36  11.63  -12.57
N  8.85  10.37  -10.41
S  9.60  9.23  -9.40
O  8.91  8.91  -8.22
O  11.02  9.26  -9.42
F  9.38  7.95  -10.40
S  9.18  11.64  -9.54
O  10.47  12.24  -9.56
O  8.36  11.81  -8.39
F  8.35  12.67  -10.48
N  3.24  12.50  -9.09
S  3.63  12.50  -10.68
O  2.83  11.77  -11.60
O  5.05  12.54  -10.87
F  3.11  13.97  -10.98
S  2.83  11.01  -8.84
O  3.87  10.03  -8.91
O  1.52  10.63  -9.28
F  2.58  11.12  -7.23
N  6.46  15.83  -14.96
S  5.30  15.61  -13.78
O  5.76  15.02  -12.58
O  3.98  15.42  -14.29
F  5.33  17.15  -13.30
S  6.51  14.32  -15.47
O  5.46  13.98  -16.39
O  6.97  13.32  -14.55
F  7.76  14.46  -16.46
N  6.25  9.32  -12.88
S  5.35  9.51  -14.32
O  4.18  10.29  -14.21
O  5.37  8.44  -15.25
F  6.30  10.53  -15.06
S  5.14  8.34  -12.23
O  5.07  7.02  -12.75
O  3.98  9.00  -11.77
F  5.98  8.15  -10.86
N  12.01  14.61  -13.00
S  11.05  13.43  -13.38
O  10.98  13.18  -14.79
O  9.81  13.34  -12.68
F  11.89  12.17  -12.88
S  11.28  15.82  -13.93
O  9.89  16.02  -13.85
O  11.95  16.01  -15.17
F  11.85  16.98  -12.98

Mulliken population analysis, charges in e, atoms 1 to 4:
1. Na 1.0227
2. K 1.4831
3. N -0.1326
4. S 1.0001


ORCA calculation (ωB97M-V/def2-TZVPD) on a structure of composition F10KN5NaO20S10.

net charge: -3
energy relative to the best compared isomer or geometry (same formula, charge and spin): 211.1 kcal per mole

Element x y z (Å)
Na  0.02  0.76  0.35
K  1.91  3.01  0.79
N  -0.83  -3.66  -2.74
S  0.41  -2.83  -1.94
O  0.04  -1.85  -0.86
O  1.61  -2.69  -2.73
F  0.77  -4.11  -0.96
S  -1.04  -2.68  -3.84
O  -0.29  -2.90  -5.07
O  -1.46  -1.36  -3.46
F  -2.49  -3.23  -4.27
N  4.83  -0.51  1.72
S  3.52  -0.93  0.76
O  2.45  0.08  0.72
O  3.14  -2.32  0.53
F  4.42  -0.58  -0.51
S  4.50  -1.45  2.91
O  4.46  -2.90  2.69
O  3.59  -0.86  3.93
F  6.00  -1.44  3.64
N  0.61  2.10  -1.42
S  1.69  1.86  -2.72
O  2.28  2.96  -3.46
O  1.57  0.59  -3.39
F  2.90  1.56  -1.66
S  -0.24  2.91  -2.28
O  -1.09  2.24  -3.27
O  0.26  4.26  -2.45
F  -1.34  3.12  -1.03
N  -4.41  -1.98  0.11
S  -4.79  -0.63  -0.77
O  -3.76  -0.35  -1.75
O  -5.73  0.38  -0.35
F  -5.90  -1.39  -1.66
S  -3.55  -1.13  1.01
O  -4.26  -0.50  2.04
O  -2.23  -0.63  0.63
F  -3.07  -2.46  1.72
N  0.04  2.09  2.31
S  -0.72  3.22  2.89
O  -0.23  3.95  4.11
O  -2.12  3.23  2.61
F  -0.20  4.15  1.73
S  -0.35  1.09  3.70
O  -1.79  0.75  3.83
O  0.54  1.23  4.83
F  0.34  -0.17  3.04

Mulliken population analysis, charges in e, atoms 1 to 4:
1. Na 1.3756
2. K 0.9476
3. N -0.4165
4. S 1.1068


ORCA calculation (ωB97M-V/def2-TZVPD) on a structure of composition F10N5Na2O20S10.

net charge: -3
energy relative to the best compared isomer or geometry (same formula, charge and spin): 55.5 kcal per mole

Element x y z (Å)
Na  0.40  0.42  -0.01
Na  1.78  -2.12  0.15
N  0.79  -0.82  1.94
S  1.92  -0.17  3.03
O  3.10  -0.93  3.37
O  1.38  0.81  3.94
F  2.43  0.76  1.86
S  -0.03  -1.58  3.05
O  -1.07  -0.87  3.71
O  0.77  -2.53  3.79
F  -0.72  -2.59  2.00
N  1.56  5.15  1.17
S  3.02  4.41  0.94
O  3.07  3.62  -0.27
O  3.88  4.06  2.02
F  3.82  5.75  0.43
S  0.90  3.88  1.76
O  1.11  3.65  3.16
O  0.50  2.77  0.93
F  -0.54  4.68  1.86
N  2.12  -0.41  -1.41
S  1.91  -0.07  -3.07
O  1.46  -1.27  -3.72
O  2.82  0.78  -3.77
F  0.55  0.72  -2.84
S  3.67  -0.51  -1.54
O  4.28  0.79  -1.39
O  4.30  -1.46  -2.43
F  3.85  -1.27  -0.12
N  -2.51  -3.54  -1.51
S  -1.21  -2.73  -2.08
O  -0.68  -3.24  -3.31
O  -0.37  -2.08  -1.10
F  -2.05  -1.44  -2.53
S  -1.79  -4.78  -0.98
O  -0.87  -4.77  0.12
O  -1.53  -5.71  -2.05
F  -3.12  -5.36  -0.29
N  -4.53  0.12  -1.22
S  -5.32  0.57  0.03
O  -6.30  1.60  -0.19
O  -4.61  0.51  1.30
F  -6.26  -0.77  0.07
S  -3.26  1.22  -1.01
O  -1.99  0.62  -0.71
O  -3.56  2.54  -0.51
F  -3.06  1.54  -2.58

Mulliken population analysis, charges in e, atoms 1 to 4:
1. Na 1.3661
2. Na 1.0038
3. N -0.1366
4. S 0.9230


ORCA calculation (ωB97M-V/def2-TZVPD) on a structure of composition F18P3V.

⟨S²⟩: 3.752
spin multiplicity: 4
net charge: -1
energy relative to the best compared isomer or geometry (same formula, charge and spin): 0.0 kcal per mole

Element x y z (Å)
V  0.27  0.08  0.41
P  -1.89  0.53  2.24
F  -1.53  -0.91  1.52
F  -0.22  0.57  2.50
F  -1.51  1.24  0.78
F  -2.10  1.97  2.85
F  -3.40  0.38  1.81
F  -2.10  -0.17  3.63
P  1.38  2.19  -1.60
F  2.87  2.73  -1.79
F  1.68  0.98  -2.62
F  1.95  1.20  -0.36
F  -0.10  1.48  -1.35
F  1.02  3.29  -0.53
F  0.80  3.09  -2.79
P  0.39  -2.73  -0.70
F  1.47  -1.54  -1.09
F  0.67  -2.19  0.87
F  -0.77  -1.56  -0.82
F  -0.66  -3.78  -0.18
F  0.17  -3.09  -2.22
F  1.59  -3.78  -0.56

Mulliken population analysis, charges in e, atoms 1 to 4:
1. V 1.3310
2. P 1.3589
3. F -0.3420
4. F -0.4045


ORCA calculation (ωB97M-V/def2-TZVPD) on a structure of composition F24KP4.

net charge: -3
energy relative to the best compared isomer or geometry (same formula, charge and spin): 38.9 kcal per mole

Element x y z (Å)
K  -0.19  -0.10  -0.11
P  -1.50  4.10  2.83
F  -2.37  2.81  2.32
F  -0.16  3.22  2.40
F  -1.41  4.73  1.33
F  -0.46  5.26  3.37
F  -2.82  4.96  3.09
F  -1.62  3.53  4.32
P  1.59  -4.10  -2.79
F  2.28  -3.19  -1.67
F  0.17  -3.88  -2.04
F  1.08  -2.85  -3.76
F  0.76  -5.01  -3.92
F  2.95  -4.25  -3.63
F  1.87  -5.29  -1.72
P  2.65  3.33  -3.14
F  1.87  2.13  -3.83
F  2.56  4.06  -4.57
F  1.22  3.96  -2.80
F  3.28  4.74  -2.59
F  2.78  2.42  -1.81
F  4.09  2.78  -3.56
P  -2.73  -3.36  3.21
F  -3.67  -4.17  2.20
F  -1.54  -3.47  2.06
F  -2.87  -1.88  2.61
F  -1.61  -2.65  4.16
F  -3.93  -3.04  4.18
F  -2.29  -4.76  3.84

Mulliken population analysis, charges in e, atoms 1 to 4:
1. K 0.9887
2. P 1.1734
3. F -0.3621
4. F -0.3819


no.,total energy (eV)
1,-2605.078
2,-31744.775
3,-44227.398
4,-6783.203
5,-124400.709
6,-47324.942
7,-52736.833
8,-204669.777
9,-204663.986
10,-192760.930
11,-102491.448
12,-118728.046